[1]
{
  "formula": "C18H17N5O",
  "method": "the ωB97M-V functional and the def2-TZVPD basis",
  "species": ["N", "C", "N", "C", "N", "C", "C", "C", "O", "N", "C", "C", "C", "N", "C", "C", "C", "C", "C", "C", "C", "C", "C", "C", "H", "H", "H", "H", "H", "H", "H", "H", "H", "H", "H", "H", "H", "H", "H", "H", "H"],
  "coordinates": [[0.32, -1.12, 0.48], [1.01, -0.12, 1.12], [0.41, 0.59, 2.01], [-0.97, 0.62, 2.07], [-1.78, 0.21, 1.07], [-3.08, 0.51, 1.26], [-3.59, 1.15, 2.35], [-2.71, 1.53, 3.42], [-3.09, 2.13, 4.41], [-1.36, 1.17, 3.29], [-5.08, 1.38, 2.18], [-5.44, 0.58, 0.90], [-4.13, 0.49, 0.17], [2.25, 0.20, 0.73], [2.57, 0.18, -0.63], [2.26, 1.39, -1.30], [2.44, 1.53, -2.69], [3.06, 0.50, -3.40], [3.37, -0.72, -2.69], [3.95, -1.83, -3.43], [4.35, -2.95, -2.68], [4.04, -3.12, -1.32], [3.45, -2.08, -0.67], [3.14, -0.85, -1.33], [0.71, -1.40, -0.40], [-0.68, -1.22, 0.63], [-0.65, 1.38, 3.97], [-5.61, 1.30, 3.12], [-5.27, 2.40, 1.93], [-6.30, 1.16, 0.39], [-5.80, -0.42, 1.11], [-3.98, 1.24, -0.59], [-3.93, -0.53, -0.22], [2.38, 1.14, 1.04], [1.76, 2.22, -0.71], [1.97, 2.43, -3.17], [3.21, 0.54, -4.47], [4.14, -1.63, -4.42], [5.00, -3.68, -3.12], [4.39, -4.02, -0.83], [3.27, -2.27, 0.44]],
  "lowdin_charge": [0.198, -0.444, 0.138, -0.303, 0.123, -0.245, -0.096, -0.423, 0.047, 0.203, -0.123, -0.182, -0.136, 0.118, -0.231, -0.003, -0.069, -0.013, -0.151, 0.008, -0.069, -0.090, -0.031, -0.157, 0.091, 0.080, 0.154, 0.113, 0.101, 0.134, 0.105, 0.117, 0.123, 0.125, 0.140, 0.117, 0.104, 0.079, 0.094, 0.109, 0.144],
  "relative_energy_ev": 1.2771,
  "total_energy_ev": -28439.9791,
  "total_charge": 0,
  "homo_energy_ev": -7.91,
  "smiles": "N/C(=N\\c1nc2c(c(=O)[nH]1)CCC2)Nc1cccc2ccccc12"
}

[2]
{
  "formula": "C5H10N2O",
  "method": "the ωB97M-V functional and the def2-TZVPD basis",
  "species": ["C", "N", "C", "C", "C", "N", "C", "O", "H", "H", "H", "H", "H", "H", "H", "H", "H", "H"],
  "coordinates": [[2.10, -2.66, 0.34], [1.57, -1.71, -0.29], [1.05, -0.55, 0.41], [0.27, 0.33, -0.56], [-0.75, 1.23, 0.13], [-1.13, 2.31, -0.80], [-2.07, 0.48, 0.35], [-2.31, -0.62, -0.06], [2.13, -2.75, 1.43], [2.54, -3.51, -0.18], [0.34, -0.87, 1.18], [1.88, -0.01, 0.87], [0.96, 1.02, -1.06], [-0.18, -0.25, -1.34], [-0.32, 1.70, 1.01], [-1.28, 1.94, -1.73], [-1.96, 2.81, -0.53], [-2.83, 1.13, 0.84]],
  "lowdin_charge": [-0.074, -0.030, -0.232, -0.175, -0.359, 0.042, -0.241, 0.068, 0.078, 0.064, 0.117, 0.120, 0.115, 0.103, 0.141, 0.082, 0.060, 0.121],
  "relative_energy_ev": 1.9106,
  "total_energy_ev": -10373.3946,
  "total_charge": 0,
  "homo_energy_ev": -9.33,
  "smiles": "C=NCC[C@@H](N)C=O"
}